Version 1
This record from the Open Molecules 2025 dataset describes 3 unconnected molecules or ions with the total composition C5H16O2. The level of theory is ωB97M-V with the def2-TZVPD basis set.

Atoms and positions in Å:
C  -1.55870  -2.20686  0.65559
C  -0.27327  -1.38598  0.93696
C  -0.54268  0.06342  1.39212
C  0.45968  1.15203  0.97229
C  -0.21105  2.52725  0.82192
H  -1.83170  -2.63971  1.61878
H  -1.30333  -2.99889  -0.04840
H  -2.38223  -1.65106  0.21736
H  0.30926  -1.43089  0.01253
H  0.25752  -1.86599  1.76255
H  -1.56952  0.21669  1.02861
H  -0.64719  0.14983  2.47640
H  1.19537  1.12842  1.78313
H  1.02486  0.88914  0.08567
H  -1.27017  2.39681  1.00492
H  0.15444  3.28393  1.52625
H  0.04226  3.05098  -0.10260
O  2.55137  0.30691  -1.94900
H  2.16926  -0.42482  -1.44351
H  1.92243  1.03781  -1.87393
O  0.28547  -0.87520  -3.68520
H  1.22997  -0.73078  -3.67533
H  -0.01205  0.00695  -3.51713

Computed properties:
Net charge: 0
Structure (SMILES): CCCCC.O.O
Multiplicity: 1
Highest occupied orbital energy, eV: -11.1
Gap between HOMO and LUMO, hartree: 0.430



Version 2
This record from the Open Molecules 2025 dataset describes 3 unconnected molecules or ions with the total composition C5H16O2. The level of theory is ωB97M-V with the def2-TZVPD basis set.

Atoms and positions in Å:
C  1.85065  0.13201  0.64604
C  0.35265  0.50084  0.43611
C  0.01859  1.12394  -0.93508
C  -1.51731  1.38860  -0.89193
C  0.43992  0.10636  -2.00838
H  2.05748  -0.86860  0.26709
H  2.31270  0.91377  -0.01237
H  2.16748  0.39591  1.65674
H  -0.35704  -0.36087  0.45489
H  0.17997  1.19178  1.29060
H  0.57284  2.01167  -1.22130
H  -1.76340  2.36143  -1.25498
H  -1.69757  1.61944  0.16565
H  -2.01397  0.49272  -1.26788
H  1.52221  -0.13184  -2.00062
H  0.29578  0.59504  -2.96144
H  0.11510  -0.93066  -1.95491
O  -1.94679  -0.41019  3.12480
H  -1.11923  -0.91629  3.15823
H  -1.90998  0.08109  2.29836
O  0.05211  -3.06920  0.70928
H  0.85204  -3.45933  0.34600
H  -0.46422  -2.76761  -0.04491

Computed properties:
Net charge: 0
Structure (SMILES): CCC(C)C.O.O
Multiplicity: 1
Highest occupied orbital energy, eV: -11.0
Gap between HOMO and LUMO, hartree: 0.427



version 1 (0.0118 hartree below the next structure)



Version 1
This record from the Open Molecules 2025 dataset describes a molecular structure, C27H27As2N3O12RhS2. The level of theory is ωB97M-V with the def2-TZVPD basis set.

Atoms and positions in Å:
Rh  0.03221  -0.65105  3.11296
S  -0.59249  -3.13476  3.77433
C  1.05110  -3.24289  3.45653
N  1.72185  -2.13389  3.10367
C  3.02981  -2.37679  2.88560
C  3.99160  -1.41334  2.51745
C  5.27975  -1.83046  2.34183
C  5.64077  -3.18814  2.52246
C  4.72201  -4.14488  2.88488
C  3.40139  -3.73401  3.07026
S  2.03114  -4.66631  3.52686
H  3.69164  -0.38058  2.39861
H  6.04493  -1.11794  2.06611
H  6.67214  -3.47859  2.37434
H  5.01462  -5.17615  3.02369
C  2.21811  1.16467  0.23203
C  1.71748  1.81271  1.47029
N  1.03728  1.22915  2.43957
C  0.77534  2.19170  3.38813
C  1.30192  3.38060  2.97492
N  1.89017  3.11347  1.76979
C  1.36883  4.77486  3.50262
O  0.78617  5.00741  4.65803
O  1.90694  5.61726  2.83038
C  0.00442  1.84776  4.60860
O  -0.24264  2.70150  5.44696
O  -0.38865  0.61115  4.68330
H  1.89201  0.12647  0.21147
H  3.30726  1.19423  0.17658
H  1.80660  1.67658  -0.63713
H  2.31390  3.83652  1.20415
H  0.39723  4.17693  5.05043
C  -1.49572  -4.65846  -4.80363
O  -1.73013  -3.30503  -4.36518
C  -1.62254  -3.08499  -3.06153
O  -1.42955  -3.94561  -2.23479
C  -1.73700  -1.64538  -2.67175
C  -1.51029  -0.65998  -3.53456
As  -1.63511  1.26854  -3.24378
C  0.26476  1.70855  -3.42053
C  -1.73807  1.36064  -1.29320
C  -1.94656  0.36120  -0.43426
As  -2.05667  -1.59349  -0.73874
C  -0.17162  -1.94552  -0.27499
C  -2.10562  0.66453  1.01171
O  -1.73688  -0.10951  1.89233
O  -2.73070  1.78446  1.26937
C  -2.83112  2.21753  2.65088
C  -1.48916  2.76958  -0.80453
O  -0.42034  3.05058  -0.32348
O  -2.39681  3.71202  -1.02319
C  -3.72516  3.36855  -1.45781
C  -1.00149  -0.90162  -4.93904
O  0.18009  -0.98447  -5.12883
O  -1.86304  -0.86567  -5.95633
C  -3.27463  -0.92324  -5.70286
H  -1.53720  -4.62215  -5.88647
H  -2.26698  -5.31296  -4.40423
H  -0.51966  -4.99403  -4.46272
H  0.53135  1.66230  -4.47408
H  0.88566  1.01393  -2.85969
H  0.40437  2.72728  -3.06091
H  0.48657  -1.46363  -0.99669
H  -0.00597  -3.02030  -0.28298
H  0.02920  -1.54480  0.71934
H  -3.65092  2.92618  2.66889
H  -1.89964  2.70928  2.92443
H  -3.02324  1.36920  3.30096
H  -4.34956  4.20801  -1.17026
H  -4.07555  2.46445  -0.96367
H  -3.74639  3.24898  -2.53900
H  -3.74642  -0.84097  -6.67640
H  -3.60114  -0.09387  -5.07637
H  -3.53598  -1.87330  -5.24117

Computed properties:
Net charge: +1
Multiplicity: 5
Highest occupied orbital energy (alpha / beta), eV: -11.6 / -11.6
Gap between HOMO and LUMO (alpha / beta), hartree: 0.310 / 0.188



Version 2
This record from the Open Molecules 2025 dataset describes a molecular structure, C27H27As2N3O12RhS2. The level of theory is ωB97M-V with the def2-TZVPD basis set.

Atoms and positions in Å:
Rh  0.46698  0.43219  0.04100
S  2.07561  -1.23484  0.85994
C  3.13871  -0.08608  0.18484
N  2.60197  0.96876  -0.37050
C  3.51178  1.77477  -0.97180
C  3.24091  2.91900  -1.71955
C  4.29864  3.60963  -2.26624
C  5.61582  3.17982  -2.07650
C  5.90211  2.04215  -1.34675
C  4.84487  1.32940  -0.80464
S  4.87945  -0.16132  0.09135
H  2.21698  3.23824  -1.86194
H  4.11108  4.49821  -2.84808
H  6.42090  3.74497  -2.51950
H  6.91727  1.70955  -1.20434
C  0.26164  -0.74146  3.77187
C  -0.89255  -0.88442  2.86062
N  -1.02539  -0.30703  1.68363
C  -2.25378  -0.67445  1.19104
C  -2.87282  -1.50961  2.10616
N  -1.99428  -1.61350  3.14214
C  -4.16850  -2.25521  2.17068
O  -4.97644  -2.15847  1.13800
O  -4.40333  -2.91892  3.14471
C  -2.68230  -0.22487  -0.13256
O  -3.62586  -0.67442  -0.75053
O  -1.84746  0.71068  -0.57440
H  0.86363  0.11252  3.46688
H  0.88836  -1.63292  3.74055
H  -0.07967  -0.60106  4.79534
H  -2.19130  -2.18299  3.95589
H  -4.63749  -1.62471  0.38508
C  -3.91821  -0.82043  -4.19189
O  -2.80719  -0.25966  -3.48532
C  -3.07546  0.77158  -2.69353
O  -4.11878  1.35060  -2.61306
C  -1.83911  1.21175  -1.91693
C  -1.56153  2.62996  -2.00702
As  -1.72767  3.74856  -3.60605
C  -3.17697  3.02606  -4.72817
C  -0.31704  2.71492  -4.56454
C  0.15945  1.51185  -4.25243
As  0.05063  0.51698  -2.54077
C  -0.10613  -1.34116  -3.16703
C  1.34905  0.84617  -4.86434
O  2.23154  0.55342  -4.06867
O  1.47058  0.52722  -6.12130
C  0.45612  0.67388  -7.10768
C  -0.03579  3.45878  -5.83822
O  -0.79535  3.35324  -6.76631
O  1.01429  4.25817  -5.89497
C  1.78727  4.50927  -4.73290
C  -0.68743  3.31862  -1.09629
O  -0.22242  4.41775  -1.37264
O  -0.35743  2.70863  0.07453
C  0.46159  3.49336  0.94537
H  -3.64026  -1.83854  -4.45185
H  -4.13019  -0.24191  -5.09279
H  -4.79431  -0.81392  -3.54442
H  -4.12806  3.13377  -4.20876
H  -3.02257  1.99360  -5.02680
H  -3.20440  3.63896  -5.63057
H  -0.64423  -1.42880  -4.10827
H  -0.59874  -1.93199  -2.39133
H  0.90853  -1.72603  -3.28749
H  0.76322  1.45177  -7.80866
H  -0.51981  0.92924  -6.69261
H  0.39598  -0.27924  -7.63323
H  2.35597  3.62177  -4.44268
H  1.15260  4.84156  -3.90254
H  2.46657  5.30933  -5.01809
H  0.60553  2.89596  1.84545
H  -0.04305  4.43284  1.17751
H  1.42016  3.71492  0.47216

Computed properties:
Net charge: +1
Multiplicity: 5
Highest occupied orbital energy (alpha / beta), eV: -10.8 / -10.8
Gap between HOMO and LUMO (alpha / beta), hartree: 0.280 / 0.213



version 1 (0.0470 hartree below the next structure)



Version 1
This record from the Open Molecules 2025 dataset describes 2 unconnected molecules or ions with the total composition C4H2Cl2. The level of theory is ωB97M-V with the def2-TZVPD basis set.

Atoms and positions in Å:
C  -0.40508  0.62153  -0.86887
C  -1.02962  1.45245  -0.22048
Cl  -1.93572  2.43025  0.74530
H  0.51363  0.30516  -1.34559
C  -3.96666  -0.11406  1.47389
C  -4.37192  -0.91469  0.61540
Cl  -4.29874  -1.66538  -0.76248
H  -4.93438  -0.35442  2.19366

Computed properties:
Net charge: 0
Structure (SMILES): C#CCl.C#CCl
Multiplicity: 1
Highest occupied orbital energy, eV: -9.9
Gap between HOMO and LUMO, hartree: 0.367



Version 2
This record from the Open Molecules 2025 dataset describes a molecular structure, C4H2Cl2. The level of theory is ωB97M-V with the def2-TZVPD basis set.

Atoms and positions in Å:
C  -0.40583  -1.55328  -1.78747
C  -0.29741  -0.58882  -1.07687
C  0.01785  0.54145  -0.43438
C  0.31460  0.78073  1.54639
Cl  0.52536  2.31379  1.91617
Cl  0.97816  -0.44912  2.46289
H  -0.58837  -2.50929  -2.12485
H  -0.54436  1.46454  -0.50189

Computed properties:
Net charge: 0
Multiplicity: 1
Highest occupied orbital energy (alpha / beta), eV: -8.7 / -8.0
Gap between HOMO and LUMO (alpha / beta), hartree: 0.309 / 0.259



version 1 (0.0030 hartree below the next structure)